[1]
# C23H26N6O3S

C23H26N6O3S in the gas phase (ωB97M-V/def2-TZVPD, OMol25).

Each line ends with the natural charge from an NBO analysis.
Element x y z (Å)
C  5.0137  -0.4551  -4.7441  -0.64
C  4.4026  0.7457  -4.0270  -0.06
O  3.0153  0.6032  -3.8090  -0.49
C  2.5654  -0.2379  -2.8353  0.30
C  1.1787  -0.4100  -2.7987  -0.27
C  0.5919  -1.2125  -1.8417  0.11
C  1.3954  -1.8762  -0.8892  0.31
C  2.7642  -1.6955  -0.9295  -0.28
C  3.3518  -0.8840  -1.8940  -0.32
H  4.4240  -0.7736  -1.8790  0.22
H  3.4032  -2.1843  -0.2113  0.22
O  0.7218  -2.6581  0.0066  -0.53
C  1.4305  -3.2420  1.0798  -0.06
C  0.4148  -3.9752  1.9414  -0.64
H  -0.3859  -3.2906  2.2114  0.25
H  0.8943  -4.3563  2.8384  0.21
H  -0.0130  -4.8046  1.3853  0.21
H  2.1905  -3.9385  0.6981  0.17
H  1.9360  -2.4593  1.6640  0.17
N  -0.7889  -1.4030  -1.7252  -0.63
C  -1.7633  -0.9824  -2.5614  0.67
O  -1.6028  -0.4087  -3.6156  -0.60
C  -3.1659  -1.2819  -2.0311  -0.60
H  -3.2233  -2.1986  -1.4483  0.25
H  -3.8733  -1.2891  -2.8590  0.26
S  -3.7051  0.0881  -0.9553  0.29
C  -2.8605  -0.3529  0.4929  0.19
N  -2.2883  -1.5048  0.7377  -0.36
N  -1.7340  -1.4299  1.9562  -0.28
C  -1.9713  -0.2474  2.4446  0.31
N  -2.7032  0.4925  1.5533  -0.36
C  -3.1649  1.8461  1.6693  -0.41
H  -2.3475  2.5472  1.4842  0.23
H  -3.9483  2.0137  0.9318  0.23
H  -3.5651  2.0190  2.6687  0.21
C  -1.4463  0.2645  3.7392  -0.25
N  -0.6992  1.4775  3.5298  -0.37
C  -0.8262  2.6554  4.2077  0.21
N  -0.0752  3.6085  3.7595  -0.45
C  0.6141  3.0637  2.7031  0.08
C  1.5431  3.6372  1.8419  -0.20
C  2.0622  2.8429  0.8419  -0.23
C  1.6849  1.5062  0.6935  -0.21
C  0.7710  0.9138  1.5413  -0.22
C  0.2347  1.7098  2.5428  0.08
H  0.4915  -0.1215  1.4240  0.22
H  2.1148  0.9215  -0.1054  0.23
H  2.7800  3.2583  0.1507  0.21
H  1.8339  4.6681  1.9625  0.22
H  -1.4979  2.7574  5.0394  0.20
H  -2.2636  0.4779  4.4369  0.23
H  -0.8124  -0.5202  4.1684  0.24
H  -1.0580  -1.8914  -0.8717  0.45
H  0.5737  0.0963  -3.5308  0.27
H  4.4855  1.6347  -4.6587  0.19
H  4.9275  0.9453  -3.0839  0.17
H  4.5026  -0.6154  -5.6899  0.22
H  4.9145  -1.3566  -4.1445  0.21
H  6.0673  -0.2715  -4.9368  0.21

relative energy (zero: lowest compared OMol25 entry of this formula, charge and spin): 33.5 kcal/mol
charge: 0
orbital gap: 8.18 eV

[2]
# C13H29MnNO7PS2

C13H29MnNO7PS2 as an isolated structure (ωB97M-V/def2-TZVPD, OMol25).

Each line ends with the natural charge from an NBO analysis.
Element x y z (Å)
C  -2.3600  1.4670  1.2293  -0.57
C  -3.2988  1.6027  0.0207  -0.42
C  -4.7260  0.9943  0.1488  -0.39
C  -4.8073  -0.2999  -0.6641  -0.40
C  -3.6370  -1.2014  -0.2552  -0.43
C  -2.4306  -1.2150  -1.1960  -0.30
C  -1.8928  -2.5695  -1.6630  -0.42
C  -0.4216  -2.5906  -1.2547  -0.37
C  -0.3065  -3.0357  0.1979  -0.43
C  1.0355  -2.8037  0.8708  -0.41
C  1.6187  -1.4260  0.5637  -0.26
C  2.4515  -1.3229  -0.7034  -0.73
S  4.0070  -0.5023  -0.4467  2.31
O  4.2393  -0.2705  0.9351  -0.95
O  4.9929  -1.2123  -1.1770  -0.91
N  3.8334  0.9893  -1.2159  -1.14
S  2.5843  1.9749  -0.6986  2.28
O  1.8684  2.2906  -1.8872  -0.94
O  1.8014  1.4170  0.3776  -1.12
C  3.3466  3.4493  -0.1000  -1.09
P  4.5223  3.1632  1.2645  2.36
O  5.6942  2.4742  0.7647  -1.03
O  3.7521  2.3965  2.4148  -0.97
O  4.7680  4.6163  1.8422  -0.98
H  -1.7626  0.5346  1.1073  0.06
H  -1.6753  2.3104  1.2833  0.23
H  -2.8641  1.3875  2.1821  0.27
H  -3.3833  2.6614  -0.1911  0.24
H  -2.8073  1.1291  -0.8195  0.18
H  -5.4269  1.7480  -0.1866  0.23
H  -4.9736  0.7509  1.1773  0.21
H  -4.8620  -0.1003  -1.7289  0.21
H  -5.7169  -0.8378  -0.4161  0.23
H  -4.0023  -2.2043  -0.0776  0.24
H  -3.2805  -0.8465  0.7022  0.19
H  -2.6144  -0.5909  -2.0610  0.24
H  -1.6014  -0.7756  -0.6163  0.01
H  -2.0005  -2.6908  -2.7326  0.24
H  -2.3847  -3.3988  -1.1682  0.23
H  -0.0410  -1.5856  -1.4313  0.12
H  0.1650  -3.2611  -1.8785  0.25
H  -0.5184  -4.1008  0.1847  0.25
H  -1.1002  -2.5959  0.8092  0.19
H  1.7497  -3.5909  0.6534  0.25
H  0.8894  -2.8262  1.9463  0.23
H  0.7633  -0.7358  0.4257  -0.07
H  2.1613  -1.0581  1.4246  0.30
H  1.9272  -0.7297  -1.4474  0.23
H  2.6732  -2.2877  -1.1361  0.28
H  3.8336  3.9878  -0.9009  0.32
H  2.4918  4.0101  0.2714  0.25
H  2.8006  2.5448  2.3981  0.50
H  4.9566  4.5306  2.7843  0.52
Mn  -0.0313  0.2360  0.0742  1.66

expectation value of S²: 8.75
spin multiplicity: 6
charge: +1
orbital gap (spin up / spin down): 6.35 / 5.39 eV

[3]
# C24H32AsN2OPdS3

C24H32AsN2OPdS3 as an isolated structure (ωB97M-V/def2-TZVPD, OMol25).

Each line ends with the natural charge from an NBO analysis.
Element x y z (Å)
Pd  0.4614  0.0158  0.1530  0.52
O  2.5785  0.6429  0.0490  -0.50
C  3.6909  0.1697  -0.0005  0.52
C  4.8701  1.0565  -0.1096  -0.15
C  6.0951  0.5302  -0.2195  -0.19
C  6.2582  -0.9061  -0.2293  0.07
C  5.2063  -1.7970  -0.1022  -0.25
C  3.9045  -1.3380  0.0405  0.10
C  2.8061  -2.1902  0.2713  0.28
N  1.5029  -1.8674  0.5191  -0.45
C  0.8690  -3.0151  0.7705  0.01
C  1.7577  -4.0892  0.6682  0.09
N  2.9328  -3.5558  0.3595  -0.43
H  4.6745  2.1224  -0.0928  0.29
H  6.9695  1.1616  -0.3059  0.28
H  7.2613  -1.3093  -0.3223  0.27
H  5.4372  -2.8530  -0.1075  0.24
H  -0.1737  -3.0569  1.0305  0.25
H  1.6095  -5.1497  0.8022  0.28
H  3.7782  -4.0917  0.2095  0.47
C  1.2133  5.7667  -1.1825  -0.54
C  2.1111  5.2767  -0.0528  -0.54
S  2.2702  3.4670  0.0390  0.16
C  1.4844  3.0459  1.6230  -0.54
C  -0.0319  3.1223  1.6561  -0.55
S  -0.9950  1.9170  0.6625  0.35
C  -1.7486  3.0217  -0.5863  -0.51
C  -0.8259  3.7811  -1.5318  -0.57
S  -0.5466  5.4672  -0.8749  0.22
H  1.4900  5.3363  -2.1439  0.23
H  1.3073  6.8504  -1.2504  0.27
H  1.7642  5.6572  0.9071  0.24
H  3.1209  5.6564  -0.2179  0.25
H  1.8807  3.7237  2.3795  0.26
H  1.8320  2.0412  1.8671  0.21
H  -0.3615  4.1020  1.3095  0.28
H  -0.3897  2.9795  2.6772  0.26
H  -2.3598  3.7084  0.0038  0.27
H  -2.4264  2.3801  -1.1372  0.24
H  -1.3107  3.8956  -2.5005  0.25
H  0.1211  3.2687  -1.6748  0.24
C  -1.3800  -2.5665  -1.5920  -0.95
As  -1.5854  -1.0417  -0.4265  1.24
C  -2.8889  -0.0173  -1.3936  -0.96
C  -2.5383  -1.5808  1.2020  -0.69
C  -3.6486  -2.5250  0.8368  -0.14
C  -4.9327  -2.0387  0.6066  -0.20
C  -5.9722  -2.9147  0.3284  -0.18
C  -5.7263  -4.2774  0.2387  -0.17
C  -4.4510  -4.7721  0.4841  -0.20
C  -3.4160  -3.8974  0.7719  -0.17
H  -2.3594  -3.0390  -1.6600  0.29
H  -0.6406  -3.2801  -1.2464  0.23
H  -1.0801  -2.1978  -2.5727  0.27
H  -3.6327  -0.7226  -1.7640  0.29
H  -2.4241  0.4905  -2.2373  0.26
H  -3.3653  0.7033  -0.7366  0.26
H  -2.8999  -0.6475  1.6339  0.27
H  -1.8205  -2.0243  1.8911  0.24
H  -5.1305  -0.9750  0.6817  0.22
H  -6.9760  -2.5364  0.1913  0.25
H  -6.5241  -4.9541  -0.0350  0.25
H  -4.2713  -5.8384  0.4617  0.24
H  -2.4250  -4.2917  0.9802  0.18

relative energy (zero: lowest compared OMol25 entry of this formula, charge and spin): 14.7 kcal/mol
charge: +3
orbital gap (spin up / spin down): 2.96 / 2.69 eV

[4]
# C7H8OS

C7H8OS in the gas phase (ωB97M-V/def2-TZVPD, OMol25).

Each line ends with the natural charge from an NBO analysis.
Element x y z (Å)
C  -1.2421  -0.7706  1.0212  -0.27
C  -0.0143  -0.3510  1.3332  -0.24
C  -1.6540  -0.9185  -0.3491  0.27
C  1.0067  0.2697  0.4186  -0.27
C  -0.4118  -0.9682  -1.4134  -0.34
C  0.8886  -0.3698  -0.9340  -0.28
C  0.6756  1.8338  0.2314  -0.61
O  -2.7921  -0.7832  -0.6804  -0.30
S  0.8537  -2.1901  -0.9776  0.20
H  -2.0496  -1.2140  1.6798  0.24
H  0.1684  -0.4758  2.3927  0.22
H  1.9721  0.1138  0.7699  0.23
H  -1.0401  -0.8720  -2.3761  0.28
H  1.4320  0.0805  -1.7850  0.24
H  -0.2572  2.1150  -0.2519  0.23
H  1.5829  2.3150  -0.4202  0.20
H  0.8811  2.1855  1.3409  0.23

relative energy (zero: lowest compared OMol25 entry of this formula, charge and spin): 28.4 kcal/mol
expectation value of S²: 2.02
spin multiplicity: 3
charge: 0
orbital gap (spin up / spin down): 6.64 / 6.42 eV

[5]
# C4H13NOS2

A 2-piece molecular cluster, C4H13NOS2 overall (ωB97M-V/def2-TZVPD, OMol25).

Each line ends with the natural charge from an NBO analysis.
Element x y z (Å)
N  -0.0264  1.8451  0.4795  -0.83
C  -0.6272  0.7856  1.2341  -0.06
C  0.3831  -0.1282  1.9160  -0.63
C  -1.6939  0.1953  0.3779  -0.56
S  -1.2953  -0.4176  -1.2541  0.12
S  -0.5718  -2.3208  -1.1243  0.06
C  1.2832  -2.3278  -1.0107  -0.77
H  0.7871  2.2824  0.9919  0.36
H  -0.6750  2.6695  0.6262  0.36
H  -1.3080  1.2910  2.0596  0.15
H  0.4836  -1.1538  1.4549  0.22
H  0.1045  -0.2265  2.9376  0.22
H  1.3304  0.3706  1.8704  0.21
H  -2.3851  1.0196  -0.0367  0.24
H  -2.1585  -0.5953  1.0592  0.24
H  1.5620  -3.3296  -0.5112  0.23
H  1.6790  -2.2921  -2.0602  0.22
H  1.8122  -1.5181  -0.4296  0.23
H  0.8840  1.1538  -3.4578  0.45
H  0.1197  1.0828  -2.1730  0.48
O  0.3125  1.6142  -2.9496  -0.95

relative energy (zero: lowest compared OMol25 entry of this formula, charge and spin): 35.0 kcal/mol
charge: 0
orbital gap: 9.60 eV

[6]
# C5H10AgO3

C5H10AgO3 as an isolated structure (ωB97M-V/def2-TZVPD, OMol25).

Each line ends with the natural charge from an NBO analysis.
Element x y z (Å)
O  2.1794  1.7659  -0.8489  -0.49
C  2.7947  0.9467  0.0494  -0.15
C  2.2138  -0.4190  0.0903  0.10
O  1.0403  -0.5042  -0.6007  -0.58
C  0.0616  -1.5167  -0.3482  -0.09
C  -1.1126  -0.8748  0.3563  -0.10
O  -1.3987  0.3562  -0.3160  -0.62
C  -2.7019  0.8761  -0.0496  -0.25
Ag  0.2575  1.4810  -0.7924  1.10
H  3.8516  0.8624  -0.2703  0.28
H  2.3119  -1.0967  0.9408  0.18
H  0.4811  -2.3308  0.2539  0.22
H  -0.2333  -1.8822  -1.3386  0.22
H  -0.8943  -0.6665  1.4142  0.20
H  -1.9835  -1.5414  0.2979  0.22
H  -2.7136  1.9179  -0.3835  0.21
H  -3.4458  0.3033  -0.6181  0.21
H  -2.9191  0.8079  1.0248  0.20
H  2.2110  1.5150  1.1385  0.15

relative energy (zero: lowest compared OMol25 entry of this formula, charge and spin): 15.3 kcal/mol
expectation value of S²: 2.01
spin multiplicity: 3
charge: +1
orbital gap (spin up / spin down): 7.70 / 7.14 eV

no.,strongest force on any atom (Eh/bohr)
1,0.02382
2,0.17309
3,0.01257
4,0.11310
5,0.08708
6,0.07203